1.
C30H25CoN4OP | ωB97M-V/def2-TZVPD

```
62
Properties=species:S:1:pos:R:3:nbo_charge:R:1
Co -1.6586 0.8981 -0.8063 1.04
O -3.7924 4.0508 0.2242 -0.64
C -2.9577 3.2315 -0.1366 0.62
N -2.9300 1.9140 0.0908 -0.69
C -4.0242 1.2650 0.7587 -0.27
C -3.8889 -0.2158 0.5161 0.26
C -4.7301 -1.1565 1.0925 -0.25
C -4.6040 -2.4842 0.7259 -0.14
C -3.6413 -2.8460 -0.2058 -0.27
C -2.8047 -1.8654 -0.6990 0.07
N -2.9190 -0.5874 -0.3352 -0.48
C -1.7698 3.6331 -0.9889 0.14
C -1.4599 4.9460 -1.2733 -0.22
C -0.3713 5.2015 -2.0955 -0.15
C 0.3530 4.1395 -2.6138 -0.25
C -0.0135 2.8463 -2.2762 0.07
N -1.0453 2.6082 -1.4696 -0.45
H -4.9882 1.6125 0.3673 0.22
H -4.0428 1.4643 1.8365 0.21
H -5.4830 -0.8398 1.8017 0.23
H -5.2594 -3.2321 1.1534 0.22
H -3.5281 -3.8715 -0.5281 0.23
H -2.0056 -2.0684 -1.4011 0.24
H -2.0798 5.7267 -0.8555 0.25
H -0.0942 6.2195 -2.3366 0.22
H 1.1995 4.3044 -3.2651 0.23
H 0.5143 1.9635 -2.6139 0.25
N -0.1078 -0.0729 -1.3052 -1.49
P 0.9732 -0.5980 -0.3388 1.77
C 2.2009 0.6314 0.2674 -0.39
C 3.5398 0.3228 0.4987 -0.20
C 4.4090 1.2847 0.9932 -0.21
C 3.9491 2.5648 1.2708 -0.23
C 2.6154 2.8792 1.0546 -0.15
C 1.7500 1.9160 0.5548 -0.23
C 2.0251 -1.8613 -1.1289 -0.42
C 2.1610 -1.7946 -2.5134 -0.17
C 2.9605 -2.7072 -3.1845 -0.22
C 3.6254 -3.7009 -2.4779 -0.20
C 3.4863 -3.7812 -1.1003 -0.24
C 2.6889 -2.8645 -0.4273 -0.14
C 0.4848 -1.3885 1.2459 -0.42
C 0.6130 -0.7607 2.4819 -0.13
C 0.1327 -1.3695 3.6351 -0.23
C -0.4720 -2.6149 3.5680 -0.20
C -0.5883 -3.2592 2.3427 -0.22
C -0.1114 -2.6481 1.1951 -0.19
H 3.9134 -0.6699 0.2820 0.22
H 5.4490 1.0346 1.1607 0.21
H 4.6286 3.3135 1.6575 0.21
H 2.2464 3.8725 1.2781 0.20
H 0.7047 2.1462 0.4026 0.22
H 1.6137 -1.0306 -3.0520 0.24
H 3.0610 -2.6480 -4.2608 0.21
H 4.2471 -4.4156 -3.0020 0.21
H 3.9966 -4.5599 -0.5476 0.21
H 2.5808 -2.9359 0.6483 0.21
H 1.0813 0.2127 2.5497 0.22
H 0.2330 -0.8663 4.5883 0.21
H -0.8440 -3.0877 4.4680 0.21
H -1.0463 -4.2388 2.2842 0.21
H -0.1760 -3.1621 0.2443 0.22
```

Calculated values
spin multiplicity = 2
Kohn-Sham gap (alpha / beta) = 7.735 / 7.595 eV
highest occupied orbital energy (alpha / beta) = -7.46 / -7.35 eV
charge = 0
expectation value of S² = 0.805
total energy = -86440.9019 eV

***

2.
C19H29ClFN3O | ωB97M-V/def2-TZVPD

```
54
Properties=species:S:1:pos:R:3:nbo_charge:R:1
Cl -1.6218 8.2845 13.2718 0.00
C -0.7610 6.7212 13.6869 -0.19
N -0.7840 5.7024 12.6051 -0.23
C -2.2184 5.2394 12.2650 -0.24
C -2.1470 4.1605 11.1908 -0.26
N -0.7418 3.9066 10.8553 -0.40
F -0.3498 1.1002 8.3212 -0.35
C -0.0212 3.3867 12.0324 -0.25
C -0.0180 4.4650 13.1234 -0.24
C -0.0766 5.0921 10.2904 -0.25
C -0.0621 6.1955 11.3386 -0.24
H 0.2752 7.0128 13.9036 0.25
H -1.2714 6.3355 14.5790 0.25
H -2.6100 4.8197 13.2098 0.23
H -2.7395 6.1435 11.9168 0.25
H -2.5780 3.2203 11.5600 0.23
H -2.6956 4.4707 10.2953 0.23
H -0.5320 2.4741 12.3860 0.23
H 1.0087 3.1121 11.7499 0.22
H 1.0178 4.8001 13.3414 0.24
H -0.5705 4.1098 14.0166 0.24
H 0.9489 4.8203 10.0080 0.22
H -0.6094 5.4272 9.3929 0.23
H -0.6238 7.0833 11.0110 0.25
H 0.9734 6.4167 11.6603 0.23
C -4.9010 -0.5564 7.3800 -0.17
C -4.3735 0.5287 6.6525 -0.20
C -2.9737 0.7595 6.6485 -0.20
C -2.0604 -0.0678 7.3444 -0.07
C -0.5187 0.2119 7.3122 0.12
C 0.5531 -0.7725 7.6730 0.29
N 1.8165 -0.4131 7.6250 -0.23
C 2.7561 -1.3720 8.2893 -0.27
C 4.1822 -0.8583 8.3933 -0.09
O 4.4882 0.1133 7.3910 -0.49
C 3.7252 1.3085 7.6158 -0.10
C 2.2297 1.0796 7.4252 -0.27
C -2.6547 -0.8947 8.3041 -0.21
C -4.0519 -1.1586 8.3117 -0.20
H -5.9732 -0.7574 7.3645 0.24
H -5.0823 1.2066 6.1380 0.24
H -2.5960 1.6805 6.2064 0.22
H -0.2681 0.8207 6.4053 0.21
H 0.3338 -1.6672 8.3203 0.25
H 2.4380 -1.5806 9.3418 0.24
H 2.7476 -2.3261 7.6851 0.25
H 4.3944 -0.4332 9.3974 0.18
H 4.8586 -1.6966 8.1809 0.24
H 3.9684 1.7441 8.6126 0.18
H 4.0813 1.9930 6.8373 0.24
H 1.9783 1.3695 6.3703 0.25
H 1.6798 1.7349 8.1614 0.26
H -2.0416 -1.2011 9.1356 0.20
H -4.4997 -1.7880 9.1037 0.24
```

Calculated values
Kohn-Sham gap = 7.084 eV
highest occupied orbital energy = -13.95 eV
charge = +2
energy relative to the best compared isomer or geometry (same formula, charge and spin) = 0.0 kcal per mole
total energy = -41913.0813 eV

***

3.
C4H7NO2 | ωB97M-V/def2-TZVPD

```
14
Properties=species:S:1:pos:R:3:nbo_charge:R:1
O 1.3662 1.0507 -0.6277 -0.75
C 0.6617 -0.1528 -0.9175 0.02
C -0.8798 -0.0708 -1.0512 -0.31
N -1.6867 -0.3111 0.1287 -0.46
C -1.2064 -0.1645 1.2829 0.39
O 0.0755 0.1604 1.6204 -0.53
C 1.0930 -0.4479 0.8632 0.00
H 0.7801 1.7779 -0.5028 0.47
H 0.9484 -0.3653 -2.0071 0.21
H -1.2954 -0.7289 -1.8350 0.22
H -1.1547 0.9417 -1.4010 0.21
H -1.8363 -0.2383 2.1665 0.17
H 1.1274 -1.5008 1.0037 0.15
H 2.0070 0.0497 1.2769 0.22
```

Calculated values
Kohn-Sham gap = 9.929 eV
highest occupied orbital energy = -9.05 eV
charge = 0
energy relative to the best compared isomer or geometry (same formula, charge and spin) = 104.6 kcal per mole
total energy = -9842.7456 eV